C12H20CrN2O7P2S2Se2 | wB97M-V/def2-TZVPD

Last column: Mulliken spin population.
Positions of all 48 atoms, in Å:
1 Cr -0.466 -0.739 0.683  1.128
2 C -0.913 2.425 1.938  0.012
3 C 0.437 1.801 2.042  -0.008
4 N 0.748 0.599 1.585  -0.005
5 C 2.063 0.289 1.858  -0.003
6 C 2.760 1.240 2.503  0.000
7 S 1.730 2.564 2.824  -0.002
8 C 2.398 -1.512 0.355  0.026
9 C 3.398 -2.131 -0.298  0.000
10 S 2.760 -2.871 -1.699  0.001
11 C 1.198 -2.306 -1.341  0.019
12 N 1.151 -1.598 -0.224  -0.045
13 C 0.046 -2.594 -2.236  0.000
14 H -1.461 2.002 1.097  -0.010
15 H -0.832 3.503 1.803  0.000
16 H -1.482 2.247 2.851  0.000
17 H 3.788 1.202 2.823  0.000
18 H 4.431 -2.204 -0.002  0.000
19 H 0.298 -3.386 -2.937  0.000
20 H -0.215 -1.703 -2.807  0.000
21 H -0.824 -2.893 -1.655  0.000
22 O -2.391 -0.408 1.845  0.003
23 P -2.635 -2.044 1.653  0.001
24 O -4.019 -2.463 1.684  0.001
25 O -1.745 -2.136 0.393  0.000
26 O -1.690 -2.627 2.811  -0.014
27 P -0.114 -2.086 2.622  -0.072
28 O 0.634 -3.474 2.351  -0.011
29 O 0.372 -1.358 3.801  -0.028
30 O 2.577 -0.932 1.572  -0.002
31 H -2.646 -0.053 2.706  0.001
32 H 0.049 -4.225 2.192  0.000
33 C 2.734 1.954 -3.001  0.000
34 Se 1.402 1.737 -1.604  0.003
35 C -0.129 2.392 -2.624  0.000
36 C -1.409 2.233 -1.831  -0.001
37 Se -1.791 0.350 -1.433  0.005
38 C -3.604 0.616 -0.795  -0.002
39 H 2.471 1.348 -3.864  0.000
40 H 3.683 1.618 -2.593  0.000
41 H 2.813 3.002 -3.278  0.000
42 H -0.173 1.839 -3.560  0.000
43 H 0.030 3.445 -2.847  0.000
44 H -2.257 2.592 -2.410  -0.001
45 H -1.370 2.796 -0.899  0.001
46 H -3.617 1.290 0.057  0.001
47 H -3.991 -0.356 -0.501  0.000
48 H -4.197 1.015 -1.612  0.000

Computed properties:
orbital gap (alpha / beta): 7.099 / 7.615 eV
total charge: +1
E: -229443.1379 eV
energy relative to the best compared isomer or geometry (same formula, charge and spin): 2.976 eV
<S²>: 0.78
LUMO level (alpha / beta): -4.50 / -3.97 eV
HOMO (alpha / beta): -11.6 / -11.6 eV
spin multiplicity: 2

=====

C3H7N | wB97M-V/def2-TZVPD

Last column: natural (NBO) charge in e.
Positions of all 11 atoms, in Å:
1 C -0.536 -1.622 0.832  -0.401
2 C 0.059 -0.422 0.789  -0.180
3 C 0.417 0.224 -0.582  -0.258
4 N -0.060 1.592 -0.828  -0.827
5 H -0.763 -2.074 1.841  0.205
6 H -0.530 -2.274 -0.041  0.200
7 H 0.122 0.329 1.681  0.198
8 H 1.510 0.107 -0.863  0.173
9 H -0.130 -0.437 -1.342  0.183
10 H 0.450 1.949 -1.646  0.358
11 H 0.114 2.175 -0.071  0.349

Computed properties:
orbital gap: 10.393 eV
SMILES string: C=CCN
E: -4713.1542 eV
energy relative to the best compared isomer or geometry (same formula, charge and spin): 1.003 eV
LUMO level: 1.25 eV
HOMO: -9.1 eV